{
  "formula": "C3H8O2",
  "method": "ωB97M-V with the def2-TZVPD basis set",
  "homo_ev": -9.570,
  "max_force_ha_per_bohr": 0.066,
  "multiplicity": 1,
  "de_lowest_ev": 1.838,
  "symbols": ["O", "C", "C", "C", "O", "H", "H", "H", "H", "H", "H", "H", "H"],
  "coordinates": [[-0.770, 1.467, 0.337], [-1.150, 0.094, 0.260], [-0.194, -0.603, -0.710], [1.227, -0.638, -0.138], [1.789, 0.701, 0.229], [-1.209, 1.874, 1.092], [-2.189, 0.022, -0.095], [-1.091, -0.384, 1.250], [-0.232, -0.076, -1.667], [-0.573, -1.623, -0.880], [1.226, -1.283, 0.764], [2.135, -0.582, -0.740], [1.052, 1.310, 0.275]],
  "atomic_forces_ev_per_a": [[-0.3, 0.2, 0.2], [-0.1, -0.3, -0.1], [0.3, 0.2, -0.1], [1.2, 1.9, 0.7], [-1.1, 0.3, 1.0], [0.0, 0.0, -0.1], [0.2, -0.1, 0.0], [0.0, 0.1, -0.2], [0.1, 0.0, 0.1], [0.3, 0.2, 0.1], [0.3, 0.2, -0.6], [-0.7, -3.1, -1.3], [-0.3, 0.4, 0.3]]
}


{
  "formula": "C3H8O2",
  "method": "ωB97M-V with the def2-TZVPD basis set",
  "homo_ev": -10.134,
  "max_force_ha_per_bohr": 0.029,
  "multiplicity": 1,
  "de_lowest_ev": 1.015,
  "symbols": ["O", "O", "C", "C", "C", "H", "H", "H", "H", "H", "H", "H", "H"],
  "coordinates": [[1.227, 0.446, 1.991], [-1.696, -0.264, -1.011], [0.481, -0.389, 1.134], [-0.294, -0.311, -1.369], [0.527, 0.346, -0.228], [1.399, 0.011, 2.850], [-1.931, 0.657, -0.861], [-0.545, -0.513, 1.517], [0.917, -1.406, 1.130], [-0.109, 0.205, -2.332], [0.013, -1.359, -1.423], [1.565, 0.436, -0.567], [0.151, 1.355, -0.080]],
  "atomic_forces_ev_per_a": [[0.6, 0.1, 1.2], [0.6, -0.4, -0.5], [-0.2, -0.1, -0.4], [-0.1, 0.7, 1.3], [-0.2, -1.0, -0.5], [-0.3, 0.3, -0.8], [0.1, 0.0, 0.0], [0.1, 0.2, -0.3], [0.0, 0.3, -0.5], [-0.1, -0.3, 0.4], [-0.4, 0.1, -0.3], [0.0, 0.0, 0.2], [0.0, 0.2, 0.1]]
}


{
  "formula": "C3H8O2",
  "method": "ωB97M-V with the def2-TZVPD basis set",
  "homo_ev": [-7.410, -6.737],
  "max_force_ha_per_bohr": 0.078,
  "multiplicity": 1,
  "de_lowest_ev": 4.846,
  "symbols": ["C", "C", "C", "O", "O", "H", "H", "H", "H", "H", "H", "H", "H"],
  "coordinates": [[1.208, -0.958, 0.190], [-1.511, 0.561, -0.667], [0.697, 0.291, 0.692], [-2.074, -0.721, -0.505], [1.298, 1.460, 0.331], [1.927, -1.372, 1.055], [0.393, -1.618, 0.022], [1.803, -0.716, -0.724], [-2.125, 1.487, -0.238], [-1.125, 0.790, -1.697], [0.006, 0.383, 1.599], [-2.154, -0.972, 0.476], [1.657, 1.386, -0.534]],
  "atomic_forces_ev_per_a": [[2.7, -0.2, 1.6], [-0.1, 1.2, 1.1], [-3.4, 2.1, 0.3], [0.1, 0.2, 1.4], [-0.2, 0.3, 1.8], [-1.2, 0.3, -2.1], [-0.4, -0.9, -0.3], [-0.4, -0.8, 0.6], [1.3, -2.1, -0.6], [-0.5, -0.7, 1.0], [1.5, -0.1, -1.3], [0.2, 1.0, -2.2], [0.5, -0.2, -1.1]]
}


{
  "formula": "C3H8O2S",
  "method": "ωB97M-V with the def2-TZVPD basis set",
  "homo_ev": 0.424,
  "max_force_ha_per_bohr": 0.032,
  "multiplicity": 1,
  "de_lowest_ev": 0.175,
  "total_charge": -2,
  "symbols": ["C", "O", "C", "C", "S", "H", "H", "H", "H", "H", "H", "H", "H", "O"],
  "coordinates": [[0.180, -0.424, -0.207], [-0.190, -1.327, -1.167], [-0.823, 0.758, -0.043], [-0.378, 1.843, 0.917], [-1.502, 3.354, 1.113], [0.275, -0.923, 0.799], [1.187, 0.054, -0.291], [-1.763, 0.342, 0.324], [-0.954, 1.134, -1.063], [0.612, 2.231, 0.676], [-0.339, 1.477, 1.942], [0.733, -2.141, -1.235], [1.289, -3.512, -0.576], [1.671, -2.868, -1.189]],
  "atomic_forces_ev_per_a": [[-0.2, 0.6, 1.5], [0.2, 0.0, -0.4], [0.5, -0.7, -0.2], [-0.5, 1.0, 0.5], [0.3, -0.5, -0.3], [-0.2, 0.1, -0.1], [-0.1, -0.3, -0.6], [-0.2, 0.1, -0.2], [-0.3, 0.2, 0.2], [0.1, -0.1, -0.2], [0.2, -0.4, 0.0], [0.0, 0.4, -0.1], [0.3, 0.0, -0.1], [-0.1, -0.6, 0.1]]
}